[1]
116
Properties=species:S:1:pos:R:3:mulliken_charge:R:1 method="wB97M-V/def2-TZVPD" e_tot_ha=-2195.74903 total_charge=0 gap_ev=8.05 smiles="N[PH2](COCOCCO)CON=O.CCN(CC)CC.CCN(CC)CC.CCN(CC)CC.CCN(CC)CC"
N 4.2093 -3.8142 0.8090 -0.683
P 4.8318 -2.2316 1.3134 0.486
C 3.2533 -1.3676 0.8366 -0.691
O 2.1103 -2.0959 1.2268 -0.295
C 0.9945 -1.2701 1.2632 0.265
O -0.1555 -2.0674 1.2184 -0.294
C -1.2585 -1.2070 0.9517 -0.130
C -2.5387 -1.7636 1.5197 -0.708
O -3.0216 -2.8686 0.7656 -0.505
C 5.5892 -0.5796 1.9555 -0.220
O 6.7138 -0.8305 2.8232 -0.247
N 7.7868 -1.2438 2.0334 0.324
O 8.5761 -1.8529 2.6455 -0.469
H 4.7575 -4.5470 1.2495 0.287
H 4.3133 -3.9627 -0.1917 0.228
H 5.8417 -2.2278 0.3209 -0.102
H 5.1254 -2.8018 2.5778 -0.013
H 3.2326 -0.3710 1.2863 0.430
H 3.2709 -1.2579 -0.2575 0.311
H 0.9733 -0.6743 2.1930 0.315
H 0.9575 -0.5963 0.3884 -0.222
H -1.3247 -1.0337 -0.1296 0.196
H -1.0504 -0.2381 1.4283 0.289
H -3.2787 -0.9597 1.5521 0.516
H -2.3442 -2.1096 2.5379 0.241
H -3.8394 -2.6249 0.3301 0.269
H 5.9194 0.0182 1.0964 -0.140
H 4.8945 0.0249 2.5414 0.485
C 8.2631 0.9862 -0.7626 -1.287
C 7.3683 0.2121 -1.7190 -0.559
N 5.9509 0.4553 -1.4830 0.929
C 5.0790 -0.4878 -2.1618 -0.293
C 5.0711 -0.4977 -3.6934 -1.485
C 5.5343 1.8497 -1.5216 -0.601
C 5.8202 2.6475 -2.7981 -1.264
H 7.9422 0.7884 0.2602 0.207
H 9.2984 0.6624 -0.8706 0.436
H 8.2391 2.0625 -0.9362 0.321
H 7.5320 -0.8587 -1.5635 0.435
H 7.6748 0.4225 -2.7551 0.301
H 4.0594 -0.3161 -1.8008 0.020
H 5.3603 -1.4887 -1.8145 0.310
H 4.5638 0.3730 -4.1066 0.268
H 4.5436 -1.3839 -4.0513 0.478
H 6.0825 -0.5306 -4.0998 0.280
H 6.0111 2.3641 -0.6835 0.455
H 4.4619 1.8736 -1.3059 0.237
H 6.8446 2.4976 -3.1424 0.277
H 5.6948 3.7133 -2.5993 0.408
H 5.1479 2.3855 -3.6137 0.254
C 0.9153 2.8282 0.3284 -1.438
C 0.2356 2.2731 -0.9149 -0.336
N -1.1261 2.7419 -1.0840 0.351
C -1.8735 1.9943 -2.0818 0.081
C -1.4082 2.0682 -3.5398 -1.179
C -1.2934 4.1866 -1.1017 -0.259
C -0.5157 4.9876 -2.1525 -1.156
H 0.3059 2.6474 1.2156 0.310
H 1.8790 2.3332 0.4647 0.335
H 1.1083 3.8989 0.2543 0.407
H 0.1923 1.1840 -0.8167 0.264
H 0.8816 2.4796 -1.7837 0.218
H -2.9186 2.3129 -2.0223 0.041
H -1.8604 0.9449 -1.7694 0.000
H -1.6390 3.0301 -3.9959 0.250
H -1.9178 1.3003 -4.1248 0.468
H -0.3356 1.8927 -3.6320 0.262
H -1.0233 4.5671 -0.1136 0.402
H -2.3627 4.3905 -1.2078 -0.073
H 0.5296 4.6784 -2.2032 0.319
H -0.5309 6.0467 -1.8885 0.409
H -0.9445 4.8943 -3.1491 0.289
C -8.8970 4.6512 -0.9983 -1.424
C -7.6981 5.5579 -0.7679 -0.357
N -6.5574 4.8573 -0.2027 0.104
C -5.5256 5.7444 0.3056 -0.723
C -4.7947 6.6476 -0.6937 -0.892
C -6.0956 3.7012 -0.9537 -0.754
C -5.6831 3.9097 -2.4159 -0.916
H -9.1514 4.1126 -0.0845 0.337
H -9.7593 5.2475 -1.2985 0.435
H -8.7151 3.9218 -1.7885 0.287
H -7.9754 6.3380 -0.0536 0.462
H -7.4602 6.0763 -1.7108 0.273
H -4.7929 5.1320 0.8390 0.360
H -5.9938 6.3793 1.0642 0.406
H -4.1028 6.0869 -1.3216 0.091
H -4.2098 7.3944 -0.1530 0.392
H -5.4874 7.1839 -1.3435 0.327
H -6.8862 2.9475 -0.9274 0.355
H -5.2610 3.2638 -0.3983 0.387
H -6.4134 4.5063 -2.9645 0.372
H -5.6105 2.9413 -2.9157 0.353
H -4.7123 4.3969 -2.5068 0.151
C -0.2260 -5.4767 2.0747 -1.341
C -1.6308 -5.5923 2.6418 0.018
N -2.2871 -6.8467 2.3069 0.077
C -3.7147 -6.8404 2.5659 -0.684
C -4.1868 -6.6999 4.0185 -0.989
C -1.5708 -8.0525 2.6867 -0.698
C -1.2021 -8.2332 4.1647 -0.969
H -0.2326 -5.6544 0.9984 0.298
H 0.1524 -4.4696 2.2461 0.265
H 0.4717 -6.1778 2.5364 0.355
H -2.2434 -4.7926 2.2181 0.151
H -1.5896 -5.4124 3.7295 0.197
H -4.1360 -7.7560 2.1402 0.378
H -4.1380 -6.0142 1.9860 0.344
H -4.0182 -7.6081 4.5960 0.235
H -5.2594 -6.4955 4.0373 0.396
H -3.6853 -5.8742 4.5252 0.271
H -0.6497 -8.0926 2.1003 0.374
H -2.1678 -8.9051 2.3516 0.388
H -0.7630 -7.3248 4.5800 0.263
H -0.4614 -9.0294 4.2634 0.375
H -2.0593 -8.5061 4.7788 0.254


[2]
123
Properties=species:S:1:pos:R:3:mulliken_charge:R:1 method="wB97M-V/def2-TZVPD" e_tot_ha=-3025.41854 total_charge=-1 gap_ev=5.24
Na -10.7792 -14.5877 11.6300 0.670
Al -15.5404 -15.2382 13.6919 -0.890
O -17.3048 -23.6885 18.5453 -0.384
C -16.4608 -24.5304 18.7971 -0.076
C -9.0423 -15.3210 18.1064 -0.092
O -7.9189 -15.5563 18.3531 -0.448
H -15.5745 -24.2000 19.3927 0.210
H -16.5601 -25.4932 18.4272 0.250
H -9.6933 -15.9668 18.7229 0.302
H -9.4037 -14.5631 17.3437 0.127
P -13.1989 -14.7636 12.9674 -0.045
O -12.7565 -14.1553 11.7213 -0.498
O -14.2205 -16.0100 12.7084 -0.342
O -14.3109 -13.9538 13.7643 -0.059
O -11.9836 -14.9742 13.8784 -0.659
C -9.6524 -7.9756 12.9970 -0.787
C -9.8992 -7.3128 11.6327 1.253
C -9.9089 -5.8040 11.5988 -1.442
O -8.8579 -7.7545 10.6855 -0.614
H -10.4521 -7.7537 13.7302 0.267
H -8.6532 -7.6796 13.3507 0.390
H -9.7386 -9.0325 12.7775 -0.006
H -10.8876 -7.7194 11.3564 -0.400
H -10.7614 -5.4562 12.1971 0.349
H -9.9791 -5.4421 10.5901 0.376
H -9.0436 -5.4703 12.1643 0.328
H -9.0303 -8.6655 10.3594 0.311
C -12.3840 -14.9944 7.1217 -1.566
C -13.1062 -15.3754 8.3883 0.841
C -12.4588 -16.4625 9.2684 -0.775
O -13.2840 -14.1993 9.1652 -0.653
H -12.3686 -15.6444 6.2819 0.495
H -11.3211 -14.9737 7.3006 0.292
H -12.7029 -14.0593 6.8020 0.355
H -14.1581 -15.7027 8.1547 0.144
H -13.2106 -16.9022 9.9774 0.314
H -11.5614 -16.1575 9.8281 -0.248
H -12.0595 -17.3129 8.6525 0.503
H -13.2490 -14.4038 10.1219 0.383
C -11.8920 -12.1301 16.0691 -0.952
C -10.5998 -12.4993 15.2454 0.676
C -9.3596 -11.7095 15.7070 -1.542
O -10.3277 -13.8649 15.3315 0.388
H -11.9707 -11.0474 16.2612 0.592
H -11.8222 -12.7283 17.0659 -0.193
H -12.7914 -12.5518 15.6063 0.129
H -10.8021 -12.2069 14.2210 0.228
H -8.4048 -11.9430 15.1382 0.201
H -9.1627 -12.0756 16.7319 0.332
H -9.5551 -10.6129 15.6785 0.352
H -10.9748 -14.3552 14.7136 0.273
C -8.2533 -19.3984 9.4925 -1.153
C -7.6274 -18.7445 8.2715 0.503
C -7.4933 -17.2388 8.3712 -0.627
O -6.3587 -19.4216 8.0156 -0.587
H -8.4344 -20.4806 9.2865 0.276
H -9.1336 -18.8978 9.7188 0.226
H -7.5629 -19.2397 10.3050 0.359
H -8.2779 -18.9466 7.3731 0.253
H -6.7084 -16.9370 7.6777 0.368
H -7.3045 -16.9598 9.4195 -0.084
H -8.4249 -16.7655 8.0115 0.158
H -5.9181 -19.6137 8.8626 0.334
C -12.8548 -14.2408 19.2426 -1.141
C -13.3873 -12.8194 19.7559 0.673
C -14.9139 -12.7098 19.8740 -1.404
O -12.7901 -12.6313 21.0588 -0.577
H -11.7486 -14.2396 19.2883 0.151
H -13.0888 -14.4920 18.2157 0.344
H -13.3354 -15.0342 19.8057 0.452
H -12.9986 -12.0560 19.0894 0.149
H -15.3120 -13.4225 20.5496 0.353
H -15.3520 -12.9041 18.8689 0.310
H -15.1584 -11.6772 20.0617 0.442
H -13.2060 -11.8299 21.4737 0.331
C -10.2775 -18.4419 14.5739 -1.238
C -10.4358 -18.6596 13.0653 1.094
C -11.2793 -19.8768 12.5987 -1.694
O -10.8005 -17.4571 12.4107 0.096
H -9.3437 -17.9305 14.7081 0.268
H -10.2479 -19.4151 14.9939 0.473
H -11.0729 -17.8398 15.0588 0.236
H -9.3922 -18.8328 12.6393 -0.133
H -12.2922 -19.8735 12.9293 0.374
H -10.7915 -20.8050 12.9013 0.464
H -11.2319 -20.0074 11.5081 0.323
H -11.2170 -16.8390 13.0816 -0.048
C -14.8508 -10.0082 13.9143 -1.589
C -13.7147 -10.0094 12.9251 1.540
C -14.0209 -9.0160 11.7710 -1.242
O -12.4512 -9.6839 13.5123 -0.442
H -14.5444 -10.6348 14.6905 0.409
H -15.7825 -10.2459 13.3733 0.386
H -14.9442 -8.9912 14.3398 0.340
H -13.7210 -11.0238 12.4817 -0.276
H -14.7111 -9.4249 11.0500 0.443
H -13.1210 -8.7419 11.1608 -0.025
H -14.3402 -7.9856 12.0155 0.371
H -12.3266 -10.4402 14.1460 -0.009
C -10.0496 -10.9292 7.9645 -1.604
C -11.0229 -11.4159 9.0503 1.091
C -12.4729 -10.8453 8.7627 -1.350
O -11.1513 -12.8106 9.0900 -0.274
H -9.7994 -9.8696 8.0376 0.408
H -10.4474 -11.0303 6.9508 0.345
H -9.1456 -11.5475 7.9681 0.372
H -10.7392 -10.9901 10.0277 -0.073
H -13.1224 -11.2014 9.5658 0.221
H -12.8473 -11.2481 7.8278 0.340
H -12.4249 -9.7261 8.7668 0.391
H -12.0443 -13.2124 9.1296 0.295
C -7.6483 -16.0616 12.8251 -1.276
C -7.8043 -14.7983 13.6296 1.314
C -6.4259 -14.3154 14.0700 -1.851
O -8.6077 -13.9511 12.7659 -0.445
H -8.5967 -16.3359 12.3425 0.043
H -7.3392 -16.9095 13.3573 0.480
H -6.8342 -15.8607 12.0852 0.358
H -8.3423 -14.9741 14.5727 -0.082
H -6.4586 -13.6290 14.8566 0.522
H -5.8655 -13.9523 13.2048 0.346
H -5.8591 -15.0763 14.5498 0.428
H -8.8103 -13.0926 13.1391 0.107


Calculated HOMO energy (eV), listed in the same order as above: -7.63, -3.47
Calculated relative energy (zero: lowest compared OMol25 entry of this formula, charge and spin) (eV), listed in the same order as above: 0.0000, 0.0000
Calculated LUMO energy (eV), listed in the same order as above: 0.42, 1.77